Record 1
3 unconnected molecules or ions with the total composition C12H17NO6. Source: the OMol25 dataset; level of theory: wB97M-V/def2-TZVPD.

Orbital gap (eV): 9.30
SMILES: C[C@H]1COC(=O)O1.C[C@H]1COC(=O)O1.c1cc[nH]c1
E_HOMO (hartree): -0.324
Relative energy (zero: lowest compared OMol25 entry of this formula, charge and spin) (kcal/mol): 0.0

XYZ file:
```
36
C12H17NO6 wB97M-V/def2-TZVPD
C 0.13 1.92 3.24
C 0.42 3.26 3.89
C -0.49 3.57 5.09
O 0.34 4.28 5.98
C 1.66 3.94 5.69
O 2.54 4.16 6.46
O 1.70 3.27 4.53
H 0.72 1.79 2.33
H -0.92 1.97 2.95
H 0.29 1.07 3.91
H 0.34 4.03 3.12
H -0.86 2.65 5.56
H -1.36 4.13 4.75
C -0.60 -2.16 -3.23
C -1.18 -3.53 -3.09
C -2.69 -3.74 -3.32
O -2.75 -4.91 -4.16
C -1.57 -5.16 -4.70
O -1.37 -5.91 -5.61
O -0.66 -4.27 -4.24
H -1.26 -1.47 -2.70
H -0.70 -1.82 -4.27
H 0.41 -2.00 -2.86
H -0.79 -4.04 -2.21
H -3.01 -2.90 -3.94
H -3.29 -3.96 -2.45
C 0.73 0.34 -0.19
C 0.41 0.86 -1.46
C 1.58 1.02 -2.13
N 2.62 0.62 -1.32
C 2.08 0.08 -0.17
H 0.01 0.08 0.56
H -0.56 1.05 -1.90
H 1.72 1.40 -3.14
H 3.59 0.68 -1.53
H 2.77 -0.31 0.55
```



Record 2
A molecular structure, C3H3FNO2. Source: the OMol25 dataset; level of theory: wB97M-V/def2-TZVPD.

Orbital gap (eV): 8.69
Total charge: -1
E_HOMO (hartree): -0.165
Relative energy (zero: lowest compared OMol25 entry of this formula, charge and spin) (kcal/mol): 64.9

XYZ file:
```
10
C3H3FNO2 wB97M-V/def2-TZVPD
C 1.81 0.13 0.05
C -0.96 0.61 -0.08
C 0.15 -0.33 -0.24
N -0.82 -0.55 0.77
O 2.54 0.02 -0.92
O 1.95 0.70 1.13
F -2.08 -1.56 0.39
H -1.01 1.40 0.66
H -1.88 0.46 -0.60
H 0.29 -0.88 -1.16
```



Record 3
A molecular structure, C25H45GaNO8S2Si. Source: the OMol25 dataset; level of theory: wB97M-V/def2-TZVPD.

Orbital gap (eV): 8.49
Total charge: +1
E_HOMO (hartree): -0.435
Relative energy (zero: lowest compared OMol25 entry of this formula, charge and spin) (kcal/mol): 36.6

XYZ file:
```
83
C25H45GaNO8S2Si wB97M-V/def2-TZVPD
Ga 0.48 0.98 0.45
O 0.39 2.85 1.21
C 1.10 3.38 2.06
C 2.31 2.82 2.63
C 3.05 3.63 3.41
C 4.23 3.15 3.93
C 4.73 1.89 3.57
C 3.94 1.11 2.72
C 2.67 1.52 2.33
O 1.95 0.69 1.58
N 4.89 4.05 4.93
O 5.87 3.66 5.44
O 4.36 5.13 5.07
H 0.92 4.48 2.29
H 2.67 4.61 3.62
H 5.73 1.52 3.89
H 4.26 0.10 2.49
C -3.24 -0.43 -3.91
C -2.50 -1.63 -3.34
C -3.42 -2.57 -2.67
C -1.62 -2.33 -4.42
O -1.59 -1.13 -2.24
Si -0.12 -0.57 -1.98
S -0.13 1.45 -1.63
O 0.42 -1.04 -0.35
C 0.62 -2.42 0.13
C -0.46 -3.27 -0.37
C 0.68 -2.34 1.64
C 2.00 -2.85 -0.43
O 0.84 -1.16 -3.16
C 2.00 -0.62 -3.95
C 1.49 0.04 -5.20
C 2.64 -1.89 -4.36
C 2.80 0.30 -3.04
H -3.84 -0.74 -4.85
H -2.60 0.35 -4.21
H -3.96 -0.11 -3.16
H -4.25 -2.91 -3.32
H -3.85 -2.13 -1.77
H -2.90 -3.39 -2.33
H -2.26 -2.77 -5.18
H -1.01 -3.10 -4.00
H -1.08 -1.51 -4.93
H -1.32 -3.26 0.23
H -0.15 -4.32 -0.49
H -0.61 -3.03 -1.44
H -0.32 -2.14 2.06
H 1.28 -1.59 2.15
H 0.93 -3.34 1.98
H 1.99 -2.85 -1.51
H 2.34 -3.80 -0.02
H 2.73 -2.14 -0.08
H 0.96 -0.76 -5.79
H 2.13 0.60 -5.82
H 0.71 0.77 -4.95
H 1.88 -2.63 -4.73
H 3.13 -2.45 -3.47
H 3.43 -1.73 -5.12
H 2.50 1.34 -3.11
H 3.89 0.32 -3.28
H 2.80 0.00 -2.02
C -0.63 0.69 5.01
C -2.00 0.04 4.76
C -2.75 0.53 3.49
S -2.11 -0.22 1.92
O -0.74 0.46 1.90
C -3.12 0.53 0.62
C -3.17 2.05 0.52
C -4.33 2.74 1.17
H -0.37 0.50 6.09
H -0.66 1.76 4.87
H 0.15 0.24 4.32
H -2.60 0.33 5.66
H -1.79 -1.03 4.77
H -2.51 1.64 3.44
H -3.80 0.25 3.58
H -4.14 0.07 0.81
H -2.76 0.06 -0.35
H -3.15 2.31 -0.57
H -2.21 2.46 0.88
H -5.34 2.30 0.81
H -4.28 3.81 0.88
H -4.23 2.72 2.25
```



Record 4
A gas-phase ion, C4H10N3S (charge +1). Source: the OMol25 dataset; level of theory: wB97M-V/def2-TZVPD.

Orbital gap (eV): 9.99
SMILES: C[NH2+][C@@H]1SN=N[C@H]1C
Total charge: +1
E_HOMO (hartree): -0.499
Relative energy (zero: lowest compared OMol25 entry of this formula, charge and spin) (kcal/mol): 46.4

XYZ file:
```
18
C4H10N3S wB97M-V/def2-TZVPD
C 1.81 -1.28 -0.35
N 0.35 -1.53 -0.32
C -0.44 -0.54 0.47
S -2.18 -1.07 0.52
N -2.70 0.17 -0.50
N -1.89 1.01 -0.82
C -0.57 0.97 -0.32
C -0.34 2.11 0.65
H 2.00 -0.27 -0.72
H 2.22 -1.37 0.65
H 2.30 -1.99 -1.01
H 0.18 -2.46 0.08
H -0.02 -1.55 -1.28
H -0.01 -0.43 1.46
H 0.14 1.01 -1.15
H -1.03 2.06 1.49
H -0.50 3.05 0.13
H 0.68 2.10 1.03
```



Record 5
A molecular structure, C39H55F6NO4P2PdS2Si. Source: the OMol25 dataset; level of theory: wB97M-V/def2-TZVPD.

Orbital gap (eV): 7.71
E_HOMO (hartree): -0.290
Relative energy (zero: lowest compared OMol25 entry of this formula, charge and spin) (kcal/mol): 31.7

XYZ file:
```
111
C39H55F6NO4P2PdS2Si wB97M-V/def2-TZVPD
Pd 0.36 0.05 -1.10
C -1.46 2.51 -2.87
Si -1.45 1.31 -1.43
C -2.85 0.11 -1.91
C -3.92 0.55 -2.69
C -4.88 -0.33 -3.16
C -4.78 -1.68 -2.87
C -3.74 -2.14 -2.07
C -2.78 -1.26 -1.59
P -1.47 -1.62 -0.38
C -2.49 -1.35 1.14
C -3.66 -2.30 1.37
C -4.66 -1.65 2.34
C -3.95 -0.86 3.46
C -2.54 -1.41 3.68
C -1.68 -1.17 2.44
C -0.88 -3.37 -0.51
C -1.87 -4.55 -0.51
C -1.12 -5.85 -0.22
C -0.57 -5.87 1.21
C -0.26 -4.45 1.70
C 0.24 -3.59 0.54
C -1.63 2.18 0.25
C -2.84 2.60 0.80
C -2.88 3.13 2.09
C -1.72 3.24 2.83
C -0.50 2.85 2.29
C -0.45 2.33 1.00
P 1.08 1.78 0.14
C 2.00 3.31 -0.34
C 1.30 4.10 -1.44
C 2.20 5.23 -1.97
C 3.08 5.86 -0.87
C 2.41 5.69 0.49
C 2.37 4.20 0.87
C 2.20 1.10 1.45
C 1.66 -0.20 2.03
C 2.48 -0.66 3.24
C 3.95 -0.26 3.10
C 4.35 -0.25 1.63
C 3.64 0.89 0.89
H -1.93 3.45 -2.55
H -2.03 2.10 -3.70
H -0.48 2.73 -3.27
H -4.01 1.60 -2.95
H -5.70 0.04 -3.77
H -5.52 -2.37 -3.25
H -3.70 -3.19 -1.82
H -2.93 -0.37 0.90
H -3.28 -3.24 1.80
H -4.16 -2.57 0.44
H -5.30 -2.43 2.77
H -5.32 -0.98 1.78
H -4.54 -0.89 4.38
H -3.87 0.19 3.18
H -2.60 -2.48 3.91
H -2.07 -0.94 4.55
H -0.81 -1.83 2.46
H -1.31 -0.14 2.46
H -0.40 -3.34 -1.50
H -2.34 -4.62 -1.49
H -2.67 -4.42 0.22
H -0.31 -5.95 -0.94
H -1.78 -6.71 -0.39
H 0.34 -6.47 1.24
H -1.28 -6.34 1.89
H 0.47 -4.47 2.51
H -1.16 -3.99 2.12
H 1.09 -4.09 0.06
H 0.63 -2.64 0.90
H -3.76 2.50 0.24
H -3.83 3.44 2.52
H -1.76 3.63 3.84
H 0.40 2.93 2.89
H 2.91 2.89 -0.78
H 0.35 4.50 -1.08
H 1.09 3.44 -2.27
H 1.57 6.00 -2.42
H 2.84 4.84 -2.77
H 3.27 6.91 -1.09
H 4.05 5.37 -0.84
H 1.39 6.09 0.45
H 2.93 6.25 1.27
H 1.69 4.06 1.70
H 3.37 3.91 1.23
H 2.25 1.85 2.24
H 1.68 -0.96 1.25
H 0.61 -0.08 2.30
H 2.39 -1.74 3.33
H 2.06 -0.24 4.16
H 4.59 -0.95 3.67
H 4.13 0.73 3.53
H 4.08 -1.20 1.16
H 5.42 -0.13 1.50
H 3.40 -0.22 -0.74
H 4.20 1.81 1.05
F 4.95 0.36 -3.73
C 4.10 1.25 -4.25
F 4.56 2.48 -3.97
F 4.07 1.11 -5.57
S 2.43 1.07 -3.45
O 3.65 0.69 -0.51
O 1.60 2.04 -4.18
N 2.16 -0.43 -4.01
S 1.77 -1.57 -3.07
O 0.37 -1.95 -3.14
O 2.26 -1.51 -1.69
C 2.69 -2.99 -3.80
F 3.99 -2.73 -3.85
F 2.49 -4.07 -3.04
F 2.25 -3.25 -5.03
```



Record 6
A single C6H10OS2 molecule. Source: the OMol25 dataset; level of theory: wB97M-V/def2-TZVPD.

Orbital gap (alpha / beta) (eV): 7.39 / 7.27
E_HOMO (alpha / beta) (hartree): -0.262 / -0.259
Relative energy (zero: lowest compared OMol25 entry of this formula, charge and spin) (kcal/mol): 72.7

XYZ file:
```
19
C6H10OS2 wB97M-V/def2-TZVPD
C 2.85 0.08 0.00
C 0.42 -1.30 -0.48
C 1.83 -1.97 -0.41
C 0.43 -0.04 0.40
C -1.68 1.07 0.13
C -0.18 1.18 -0.19
O 2.85 -1.07 -0.60
S 4.00 1.14 0.39
S 0.39 -0.32 2.07
H 0.19 -0.98 -1.46
H -0.35 -2.07 -0.22
H 2.00 -2.39 0.59
H 1.78 -2.75 -1.18
H -2.40 1.78 -0.48
H -1.93 1.26 1.09
H -2.02 0.08 0.01
H 0.14 2.10 0.31
H 0.00 1.34 -1.30
H 0.53 0.93 2.35
```



Record 7
A molecular structure, C6H10O. Source: the OMol25 dataset; level of theory: wB97M-V/def2-TZVPD.

Orbital gap (eV): 9.17
E_HOMO (hartree): -0.299
Relative energy (zero: lowest compared OMol25 entry of this formula, charge and spin) (kcal/mol): 107.8

XYZ file:
```
17
C6H10O wB97M-V/def2-TZVPD
C 1.77 -0.63 -0.15
C 0.73 0.30 0.44
C 0.00 1.31 -0.48
C -1.33 0.95 0.21
O -2.14 0.04 -0.56
C -1.45 -1.06 -0.06
C -0.64 -0.23 0.94
H 2.09 -1.39 0.58
H 2.66 -0.06 -0.45
H 1.39 -1.15 -1.03
H 1.18 0.84 1.28
H 0.33 2.35 -0.40
H -0.01 1.03 -1.54
H -1.92 1.74 0.67
H -0.48 -1.64 -1.06
H -1.44 -2.05 -0.50
H -0.75 -0.42 2.01
```



Record 8
4 unconnected molecules or ions with the total composition C23H53BF5O15P4. Source: the OMol25 dataset; level of theory: wB97M-V/def2-TZVPD.

Orbital gap (eV): 4.75
Total charge: -1
E_HOMO (hartree): -0.148

XYZ file:
```
101
C23H53BF5O15P4 wB97M-V/def2-TZVPD
C -4.58 1.83 -1.63
P -4.44 0.32 -2.72
O -2.82 0.13 -3.16
C -4.96 -1.10 -1.58
O -6.25 -0.82 -1.10
B -7.08 -1.35 -2.19
C -8.70 -1.28 -2.07
F -9.23 -2.14 -1.14
F -9.21 -1.74 -3.29
C -9.29 0.14 -1.92
F -10.45 0.09 -1.19
F -8.45 1.03 -1.38
O -6.49 -2.72 -2.34
C -5.18 -2.37 -2.55
F -4.26 -3.38 -2.45
H -4.63 1.51 -0.58
H -3.72 2.47 -1.84
H -5.51 2.33 -1.89
H -2.79 -0.40 -3.97
H -4.25 -1.33 -0.77
H -6.90 -0.90 -3.32
H -9.58 0.51 -2.91
H -5.10 -1.94 -3.56
O -0.49 -0.17 0.23
P 0.87 -0.73 0.49
O 1.72 -0.26 -0.84
C 2.01 1.12 -1.02
C 3.13 1.58 -0.10
O 0.59 -2.29 0.09
C -0.73 -2.86 0.14
C -1.30 -2.99 -1.25
O 2.25 -1.16 1.30
C 2.45 -2.44 1.91
C 3.26 -3.32 0.98
H 1.11 1.72 -0.86
H 2.31 1.25 -2.06
H 2.82 1.54 0.94
H 3.43 2.60 -0.34
H 4.00 0.92 -0.21
H -1.38 -2.29 0.80
H -0.62 -3.86 0.58
H -1.34 -2.02 -1.75
H -2.31 -3.40 -1.22
H -0.67 -3.64 -1.86
H 1.51 -2.91 2.19
H 3.01 -2.28 2.83
H 2.77 -3.47 0.02
H 3.44 -4.30 1.44
H 4.23 -2.86 0.77
O -4.89 5.57 -1.05
P -4.30 6.93 -1.29
O -3.43 7.20 0.07
C -2.25 6.43 0.29
C -1.10 6.90 -0.58
O -5.62 7.83 -0.91
C -6.95 7.30 -1.00
C -7.46 6.97 0.39
O -3.62 8.21 -2.08
C -4.37 9.26 -2.71
C -4.44 10.45 -1.78
H -2.45 5.37 0.13
H -1.98 6.56 1.34
H -1.31 6.71 -1.64
H -0.17 6.39 -0.32
H -0.96 7.98 -0.48
H -6.99 6.44 -1.66
H -7.57 8.08 -1.44
H -6.81 6.26 0.89
H -8.47 6.54 0.34
H -7.49 7.87 1.01
H -5.35 8.92 -3.02
H -3.83 9.54 -3.61
H -4.92 10.20 -0.84
H -5.00 11.26 -2.25
H -3.44 10.81 -1.54
O 6.68 -4.89 2.07
P 7.94 -5.26 2.79
O 9.11 -4.93 1.70
C 9.39 -3.57 1.38
C 10.17 -2.88 2.48
O 7.87 -6.90 2.58
C 6.63 -7.57 2.34
C 6.51 -7.93 0.88
O 9.03 -5.45 4.03
C 9.10 -6.60 4.87
C 10.19 -7.52 4.38
H 8.46 -3.03 1.17
H 9.98 -3.58 0.46
H 9.57 -2.79 3.39
H 10.48 -1.88 2.17
H 11.06 -3.46 2.74
H 5.78 -6.98 2.68
H 6.65 -8.48 2.94
H 6.58 -7.04 0.25
H 5.56 -8.43 0.67
H 7.32 -8.59 0.58
H 8.13 -7.11 4.95
H 9.35 -6.25 5.87
H 10.01 -7.85 3.35
H 10.27 -8.40 5.02
H 11.15 -7.00 4.38
```



Record 9
2 unconnected molecules or ions with the total composition C6H12O3. Source: the OMol25 dataset; level of theory: wB97M-V/def2-TZVPD.

Orbital gap (eV): 9.28
SMILES: C=C[C@](C)(O)CO.C=O
E_HOMO (hartree): -0.332
Relative energy (zero: lowest compared OMol25 entry of this formula, charge and spin) (kcal/mol): 81.0

XYZ file:
```
21
C6H12O3 wB97M-V/def2-TZVPD
C -1.92 0.40 1.32
C -0.73 -0.19 1.31
C 0.47 0.31 0.60
C 1.72 0.38 1.46
O 0.34 1.50 -0.06
C 0.89 -0.96 -0.69
O 1.72 -0.34 -1.61
H -2.10 1.33 0.81
H -2.75 -0.03 1.86
H -0.56 -1.10 1.88
H 2.59 0.50 0.82
H 1.82 -0.52 2.07
H 1.64 1.24 2.12
H -0.41 1.45 -0.72
H 0.18 -1.69 -1.10
H 1.49 -1.61 -0.05
H 1.34 0.54 -1.80
C -1.42 -0.33 -2.04
O -1.21 0.88 -2.07
H -2.01 -0.80 -1.24
H -1.10 -0.98 -2.86
```



Record 10
A gas-phase ion, C25H26NO2 (charge +1). Source: the OMol25 dataset; level of theory: wB97M-V/def2-TZVPD.

Orbital gap (eV): 5.78
SMILES: COc1ccc([C@H](C/C(=[NH+]/C(C)=O)c2ccccc2)c2ccc(C)cc2)cc1
Total charge: +1
E_HOMO (hartree): -0.398
Relative energy (zero: lowest compared OMol25 entry of this formula, charge and spin) (kcal/mol): 7.4

XYZ file:
```
54
C25H26NO2 wB97M-V/def2-TZVPD
C 8.19 3.17 -5.56
O 8.36 2.24 -4.49
C 7.31 1.91 -3.68
C 7.58 1.04 -2.60
C 6.56 0.67 -1.73
C 5.23 1.11 -1.90
C 4.16 0.69 -0.88
C 3.52 -0.67 -1.23
C 2.41 -1.33 -0.43
N 2.78 -1.81 0.79
C 2.12 -2.77 1.61
C 2.61 -2.73 3.03
O 1.27 -3.55 1.22
C 1.06 -1.58 -0.91
C 0.78 -2.06 -2.23
C -0.55 -2.26 -2.63
C -1.61 -2.01 -1.77
C -1.35 -1.57 -0.47
C -0.04 -1.39 -0.04
C 3.16 1.77 -0.45
C 2.31 1.45 0.61
C 1.27 2.27 1.00
C 1.12 3.53 0.40
C -0.06 4.38 0.77
C 2.10 3.96 -0.51
C 3.15 3.12 -0.88
C 4.98 1.98 -2.97
C 5.99 2.42 -3.83
H 9.15 3.14 -6.10
H 7.37 2.89 -6.24
H 8.02 4.19 -5.18
H 8.59 0.65 -2.48
H 6.80 0.05 -0.86
H 4.77 0.55 0.04
H 3.18 -0.63 -2.28
H 4.37 -1.40 -1.21
H 3.69 -1.55 1.15
H 2.93 -1.72 3.34
H 1.81 -3.06 3.70
H 3.45 -3.43 3.17
H 1.60 -2.34 -2.88
H -0.76 -2.63 -3.63
H -2.65 -2.13 -2.10
H -2.15 -1.37 0.23
H 0.15 -1.09 1.00
H 2.46 0.52 1.16
H 0.56 1.95 1.77
H -0.23 5.18 0.05
H -0.95 3.75 0.80
H 0.06 4.82 1.77
H 2.07 4.98 -0.92
H 3.97 3.51 -1.48
H 3.99 2.42 -3.11
H 5.77 3.12 -4.64
```



Largest force on an atom, record by record: 0.040 0.050 0.066 0.059 0.025 0.095 0.060 0.142 0.063 0.050 Eh/bohr